C16H14F5N2OS4Tc | wB97M-V/def2-TZVPD

net charge: +3
calculated total energy: -80943.81431 eV
⟨S²⟩: 3.791
maximum force: 0.37 eV/A
energy relative to the best compared isomer or geometry (same formula, charge and spin): 0.0 kcal per mole
LUMO level (alpha / beta): -10.4 / -13.6 eV
spin multiplicity: 4
orbital gap (alpha / beta): 0.239 / 0.133 Eh

CARTESIAN COORDINATES (ANGSTROEM)
Tc (0.001, 0.296, -0.758)
C (-0.521, 2.874, 1.720)
C (-1.246, 1.590, 1.786)
N (-1.127, 0.585, 0.946)
C (-1.934, -0.496, 1.291)
C (-2.693, -0.270, 2.435)
S (-2.388, 1.254, 3.062)
C (-1.817, -1.642, 0.479)
C (-2.398, -2.898, 0.598)
S (-1.807, -3.938, -0.582)
C (-0.798, -2.685, -1.231)
N (-0.922, -1.548, -0.583)
C (0.115, -2.913, -2.374)
H (0.134, 2.908, 0.851)
H (0.079, 3.011, 2.624)
H (-1.226, 3.708, 1.678)
H (-3.392, -0.947, 2.908)
H (-3.120, -3.228, 1.332)
H (0.000, -3.911, -2.793)
H (1.150, -2.793, -2.041)
H (-0.084, -2.182, -3.162)
C (-0.007, 2.147, -4.577)
S (-1.225, 1.133, -3.769)
C (-2.686, 2.116, -4.011)
O (-0.917, 1.341, -2.231)
H (-0.254, 2.156, -5.640)
H (0.969, 1.684, -4.441)
H (-0.036, 3.153, -4.161)
H (-2.893, 2.119, -5.083)
H (-2.507, 3.125, -3.645)
H (-3.507, 1.635, -3.484)
F (4.046, -1.404, 5.169)
C (3.590, -1.025, 4.006)
C (4.323, -0.136, 3.225)
F (5.473, 0.324, 3.658)
C (3.826, 0.262, 1.996)
F (4.517, 1.108, 1.256)
C (2.598, -0.216, 1.527)
S (2.072, 0.267, -0.067)
C (1.887, -1.106, 2.330)
F (0.701, -1.591, 1.904)
C (2.361, -1.513, 3.554)
F (1.662, -2.354, 4.296)